[1]
# C17H11BBrF4N2O2Os

C17H11BBrF4N2O2Os as an isolated structure (ωB97M-V with the def2-TZVPD basis set, the OMol25 dataset).

For the relative energy (zero: lowest compared OMol25 entry of this formula, charge and spin), the calculation gives 0.0 kcal per mole. Its HOMO energy (alpha / beta) is -0.447 / -0.447 hartree. Its HOMO-LUMO gap (alpha / beta) is 6.13 / 6.13 eV. As for the total charge: +1. Its lowest unoccupied orbital energy (alpha / beta) is -6.033 / -6.034 eV.

```
39
Properties=species:S:1:pos:R:3:forces:R:3:mulliken_charge:R:1
Os -0.0127 0.1249 0.4121 -0.108 0.568 -0.005 1.32
C 0.1496 0.0337 4.7762 0.011 0.004 -0.006 -0.88
C -0.4389 -1.1946 5.0245 -0.003 0.004 0.002 -0.35
C -0.7916 -2.0172 3.9629 0.006 0.019 -0.037 -0.76
C -0.5507 -1.5941 2.6715 0.099 -0.050 0.027 1.17
N 0.0111 -0.3798 2.4435 0.024 0.051 -0.068 0.03
C 0.3542 0.4158 3.4659 -0.016 0.023 0.010 0.00
C -0.8359 -2.3703 1.4449 0.112 -0.038 0.041 0.43
C -1.2931 -3.6746 1.4636 0.046 0.018 0.021 -0.85
C -1.4947 -4.3512 0.2646 -0.008 -0.018 -0.003 -0.64
C -1.2465 -3.7382 -0.9568 0.033 0.007 0.005 -0.95
C -0.8232 -2.4216 -0.9882 -0.012 0.052 -0.103 -0.26
C -0.5978 -1.7224 0.2035 -0.237 -0.185 -0.047 0.26
H 0.4371 0.6979 5.5774 0.005 0.001 -0.001 0.42
H -0.6267 -1.5151 6.0404 0.005 -0.003 0.001 0.46
H -1.2507 -2.9769 4.1439 -0.007 -0.002 0.004 0.36
H 0.7956 1.3670 3.2064 -0.019 0.008 0.000 0.51
H -1.4879 -4.1855 2.3961 -0.002 -0.001 0.004 0.37
H -1.8531 -5.3717 0.2883 0.007 -0.002 0.000 0.42
H -1.4041 -4.2829 -1.8771 0.005 0.008 -0.008 0.42
H -0.6628 -1.9260 -1.9361 -0.039 -0.005 -0.002 0.48
Br 3.9504 4.0231 -4.4599 -0.004 -0.008 0.000 -0.12
C 2.3633 3.0402 -4.2613 -0.009 -0.027 0.010 -0.17
C 1.4289 3.0081 -5.2960 0.033 0.019 0.013 -0.09
N 0.2815 2.3431 -5.2238 -0.048 -0.008 -0.060 -0.59
C 0.0097 1.6841 -4.1093 0.012 0.046 0.037 -0.31
C 0.8914 1.6559 -3.0307 -0.108 -0.046 -0.050 0.17
C 2.0996 2.3460 -3.1006 0.057 -0.017 -0.017 -0.30
C 0.5277 0.9366 -1.8309 -0.141 -0.314 -0.198 1.33
O 1.3876 0.6474 -0.9008 0.065 -0.298 0.550 -0.81
O -0.6286 0.5233 -1.5192 0.138 0.378 -0.300 -0.77
H 1.6220 3.5466 -6.2162 0.006 0.004 0.004 0.40
H -0.9362 1.1570 -4.0648 0.005 0.002 0.010 0.51
H 2.7937 2.3447 -2.2710 -0.005 0.011 -0.007 0.58
F -0.8118 3.6375 1.8995 -0.156 -0.082 -0.005 -0.27
B -0.4225 2.9070 0.8559 0.431 0.309 0.050 0.65
F 0.8042 2.1886 1.1147 -0.047 0.107 0.008 -0.42
F -0.4002 3.4594 -0.3699 -0.097 -0.074 0.023 -0.26
F -1.3380 1.6343 0.7569 -0.034 -0.458 0.097 -0.48
```
Forces are in eV/Å.

=====

[2]
# C17H11Cl5N4ORh

C17H11Cl5N4ORh as an isolated structure at a distorted geometry (ωB97M-V with the def2-TZVPD basis set, the OMol25 dataset).

Its HOMO energy (alpha / beta) is -0.433 / -0.434 hartree. Its HOMO-LUMO gap (alpha / beta) is 6.91 / 6.91 eV. As for the total charge: +1. Its lowest unoccupied orbital energy (alpha / beta) is -4.887 / -4.904 eV.

```
39
Properties=species:S:1:pos:R:3:forces:R:3:mulliken_charge:R:1
Rh -0.1082 -0.4066 0.6675 1.460 -1.284 0.567 -0.18
Cl -0.1449 -0.0654 3.2376 -0.354 0.245 0.124 -0.08
C -0.1288 1.5114 2.4579 -0.033 0.083 0.269 1.28
C -0.1217 1.4304 1.0909 -0.124 0.288 -0.039 -0.80
C -0.0949 2.5644 0.3194 0.140 0.290 -0.183 0.58
Cl -0.0200 2.4185 -1.4015 0.033 0.058 0.187 -0.15
C -0.0904 3.8069 0.9583 -0.010 -0.005 -0.146 0.22
Cl -0.0570 5.2363 0.0204 -0.008 0.024 0.011 -0.16
C -0.1049 3.8784 2.3564 0.013 0.060 0.056 0.47
Cl -0.0997 5.4000 3.1354 -0.001 -0.034 -0.024 -0.14
C -0.1171 2.7131 3.1327 0.001 0.001 0.093 -0.14
Cl -0.1228 2.7501 4.8394 0.008 0.016 -0.018 -0.16
C 4.2542 -2.0083 -2.7861 -0.030 0.016 0.085 -1.03
N 3.4720 -1.3831 -1.7326 0.057 0.048 0.048 0.04
C 4.0441 -0.5545 -0.6794 -0.009 -0.065 -0.102 -0.37
C 2.8228 -0.2596 0.1728 -0.080 -0.042 0.117 -0.06
O 2.7694 0.4106 1.1711 -0.084 0.033 -0.005 -0.52
N 1.7345 -0.9150 -0.3895 -0.492 0.093 -0.607 -0.13
C 2.1730 -1.5519 -1.4881 -0.023 -0.028 -0.145 0.34
N 1.3766 -2.2954 -2.2528 0.020 0.066 0.049 -0.34
H 5.0787 -1.3482 -3.0433 0.011 0.012 -0.005 0.33
H 3.6534 -2.1423 -3.6837 -0.005 0.028 -0.012 0.39
H 4.6565 -2.9711 -2.4699 -0.003 -0.015 0.009 0.33
H 4.4752 0.3663 -1.0739 -0.004 0.012 0.002 0.34
H 4.8029 -1.0825 -0.1001 -0.010 -0.024 0.009 0.33
H 0.3972 -2.3487 -2.0395 -0.066 0.015 0.010 0.13
H 1.7108 -2.7592 -3.0773 0.016 -0.022 -0.010 0.17
N -7.2536 -0.8597 0.2605 0.042 -0.003 -0.005 -0.42
C -6.1055 -0.8703 0.2375 0.191 -0.031 -0.041 -0.10
C -4.6604 -0.8761 0.2152 -0.298 -0.018 0.064 0.38
C -3.9670 -1.7846 1.0088 0.013 -0.079 -0.013 -0.61
C -2.5791 -1.7618 1.0334 -0.055 -0.193 0.006 -0.47
C -1.9241 -0.8297 0.2481 -0.068 0.516 -0.194 0.75
C -2.5936 0.0562 -0.5822 -0.385 -0.201 -0.241 -0.34
C -3.9812 0.0352 -0.5900 0.143 0.020 -0.058 -0.82
H -4.5105 -2.5034 1.6067 -0.005 0.024 0.016 0.47
H -2.0410 -2.4699 1.6530 0.001 0.056 0.064 0.48
H -2.0584 0.7516 -1.2147 -0.002 0.014 0.024 0.49
H -4.5364 0.7182 -1.2185 -0.001 0.024 0.035 0.47
```
Forces are in eV/Å.

=====

[3]
# C17H11Cl8CrF3O4P

C17H11Cl8CrF3O4P as an isolated structure at a distorted geometry (ωB97M-V with the def2-TZVPD basis set, the OMol25 dataset).

Its HOMO energy (alpha / beta) is -0.306 / -0.311 hartree. Its HOMO-LUMO gap (alpha / beta) is 8.07 / 8.44 eV. As for the spin multiplicity: 4. As for the total charge: 0. Its lowest unoccupied orbital energy (alpha / beta) is -0.267 / -0.015 eV.

```
45
Properties=species:S:1:pos:R:3:forces:R:3:mulliken_spin:R:1
Cr 0.9154 0.0866 -0.1538 -1.593 -0.373 -0.654 3.21
Cl 3.4404 -3.3910 5.4032 0.079 -0.062 0.125 0.00
C 2.4517 -2.6061 4.2224 -0.149 0.103 -0.179 0.01
C 3.0490 -1.9329 3.1715 0.149 0.026 -0.092 0.00
C 2.2259 -1.3429 2.2377 -0.586 -0.234 0.404 0.00
Cl 2.8750 -0.4262 0.9098 1.274 -0.029 0.177 -0.02
C 0.8216 -1.3533 2.2870 0.432 -0.165 0.168 0.00
O 0.1026 -0.7395 1.3918 -0.154 0.090 -0.497 0.00
C 0.2740 -2.0362 3.3893 0.153 0.108 -0.161 0.01
Cl -1.4403 -2.0546 3.5573 -0.180 -0.034 0.007 0.00
C 1.0689 -2.6550 4.3348 0.106 -0.025 0.043 0.00
H 4.1249 -1.8670 3.0871 -0.008 -0.031 0.007 0.00
H 0.6181 -3.1701 5.1711 -0.051 0.006 -0.027 0.00
Cl 1.2086 1.5617 2.9960 0.062 -0.085 0.216 0.00
C 0.6233 2.5385 1.6986 0.048 -0.283 -0.325 0.04
C 0.6766 2.0542 0.3822 -0.175 0.994 -0.112 -0.21
C 0.3193 3.0146 -0.5928 0.160 -0.113 0.527 0.01
Cl 0.5081 2.7154 -2.2814 -0.034 -0.406 -0.230 0.00
C -0.1419 4.2911 -0.2712 -0.041 -0.030 -0.005 -0.02
Cl -0.5913 5.3971 -1.5098 -0.055 0.142 -0.016 0.00
C -0.2525 4.6804 1.0571 -0.001 -0.002 -0.011 0.02
Cl -0.8484 6.2375 1.4609 -0.033 0.069 0.034 0.00
C 0.1519 3.8017 2.0501 0.012 0.016 -0.038 -0.02
Cl 0.0664 4.2810 3.6963 -0.018 0.089 0.102 0.00
C -1.9511 -2.1011 -2.3019 -0.113 0.286 0.107 0.00
P -2.1249 -0.4178 -1.6774 -0.288 -0.251 0.000 0.01
C -2.6449 0.6193 -3.0590 0.033 -0.166 0.243 0.00
C -3.4347 -0.4189 -0.4371 0.164 -0.034 -0.287 0.00
O -0.8599 0.1046 -1.0648 0.665 0.345 0.120 -0.02
H -2.8963 -2.4331 -2.7335 0.009 -0.025 0.006 0.00
H -1.6672 -2.7568 -1.4795 0.026 0.007 0.002 0.00
H -1.1702 -2.1292 -3.0602 0.016 0.007 0.004 0.00
H -3.5353 0.2101 -3.5375 -0.008 0.001 0.042 0.00
H -1.8367 0.6713 -3.7869 0.048 0.006 0.003 0.00
H -2.8527 1.6225 -2.6880 0.020 0.022 -0.022 0.00
H -4.3844 -0.7590 -0.8501 0.013 -0.013 -0.008 0.00
H -3.5437 0.5949 -0.0527 0.005 -0.001 0.024 0.00
H -3.1228 -1.0763 0.3749 0.000 0.023 0.036 0.00
F 2.7733 -2.6267 -3.5723 -0.047 0.078 -0.007 0.00
C 2.1300 -1.4573 -3.6205 0.109 0.042 -0.039 -0.01
F 2.8962 -0.5752 -4.2603 -0.087 -0.136 0.037 0.00
F 1.0067 -1.6361 -4.3486 0.030 0.034 0.084 0.00
C 1.7562 -0.9711 -2.2020 0.238 -0.378 -0.264 0.00
O 2.0148 0.2205 -1.9079 -0.145 0.230 0.284 -0.02
O 1.2005 -1.7699 -1.4299 -0.087 0.154 0.176 0.00
```
Forces are in eV/Å.

=====

[4]
# C17H11ClN7O4Pd

C17H11ClN7O4Pd as an isolated structure (ωB97M-V with the def2-TZVPD basis set, the OMol25 dataset).

For the relative energy (zero: lowest compared OMol25 entry of this formula, charge and spin), the calculation gives 0.0 kcal per mole. Its HOMO energy is -0.468 hartree. Its HOMO-LUMO gap is 8.43 eV. As for the total charge: +1. Its lowest unoccupied orbital energy is -4.295 eV.

```
41
Properties=species:S:1:pos:R:3:forces:R:3:mulliken_charge:R:1
Pd 1.0605 1.0341 -0.2201 0.186 0.074 -0.078 1.35
N 5.0621 1.8536 0.3220 -0.002 -0.011 -0.010 0.15
C 3.9310 2.2193 -0.2788 -0.005 0.009 -0.008 -0.20
N 2.9936 1.3815 0.1191 -0.077 -0.021 0.013 -0.18
C 3.6170 0.5193 0.9641 0.015 0.013 0.021 -0.03
N 4.8869 0.7773 1.1162 -0.004 0.000 -0.008 -0.65
C 2.7851 -0.5056 1.5807 -0.004 0.012 -0.003 0.48
C 3.2375 -1.4234 2.5104 -0.003 -0.008 -0.007 -0.26
N 2.4164 -2.2981 3.0807 -0.008 -0.002 -0.005 -0.54
C 1.1437 -2.2420 2.7239 0.014 -0.010 0.013 -0.48
C 0.6696 -1.3343 1.7814 -0.043 0.011 -0.002 -0.09
N 1.4894 -0.4676 1.1973 0.001 -0.047 -0.015 -0.18
H 5.9750 2.2765 0.2445 -0.002 -0.001 0.001 0.20
H 3.8076 3.0441 -0.9613 -0.007 0.007 0.003 0.52
H 4.2823 -1.4410 2.7941 0.001 0.005 0.007 0.46
H 0.4598 -2.9381 3.1920 -0.005 -0.004 -0.003 0.43
H -0.3723 -1.3086 1.5067 -0.010 0.001 -0.006 0.58
O -2.9290 4.1747 -2.9241 -0.004 -0.004 -0.041 -0.53
C -3.4993 3.0804 -2.4570 -0.037 0.080 0.178 0.46
O -4.6809 2.8854 -2.5136 0.011 -0.048 -0.076 -0.54
C -2.6108 2.0644 -1.7927 -0.004 0.021 -0.031 -0.15
C -3.0522 0.8467 -1.2947 0.000 -0.061 -0.025 0.45
Cl -4.5732 0.1279 -1.3624 0.003 -0.007 0.010 -0.08
N -2.0014 0.1945 -0.7436 0.023 0.000 -0.039 0.59
N -0.8836 0.9368 -0.8796 -0.147 0.002 0.075 -0.56
C -1.2418 2.0557 -1.5072 0.089 -0.015 -0.030 -0.20
C -0.1318 3.0147 -1.8068 -0.059 0.037 0.064 1.09
O -0.3222 4.0553 -2.3974 0.012 -0.004 -0.039 -0.74
O 1.0331 2.6115 -1.3909 0.012 -0.073 0.039 -0.67
C -1.9494 -1.1641 -0.2966 0.007 0.049 0.044 -0.56
C -2.7281 -1.5599 0.7806 0.017 -0.011 -0.014 -0.05
C -2.6536 -2.8779 1.2076 0.003 0.015 0.002 -0.70
C -1.8031 -3.7715 0.5685 0.016 0.005 0.010 -0.54
C -1.0338 -3.3578 -0.5115 0.021 0.010 -0.003 -0.70
C -1.1092 -2.0465 -0.9577 -0.026 -0.012 -0.049 0.12
H -1.9539 4.2094 -2.7728 0.021 -0.019 -0.024 0.44
H -3.3806 -0.8509 1.2714 -0.005 0.017 0.006 0.51
H -3.2640 -3.2053 2.0381 0.005 -0.003 0.007 0.41
H -1.7483 -4.7979 0.9060 -0.010 -0.005 -0.007 0.45
H -0.3874 -4.0604 -1.0196 0.000 -0.002 -0.001 0.43
H -0.5407 -1.7124 -1.8168 0.006 -0.002 0.029 0.50
```
Forces are in eV/Å.